No. 1
Here is a structure of composition C35H47BiN9O4S in a non-equilibrium geometry from the OMol25 dataset. Energies are from ωB97M-V/def2-TZVPD.

The geometry in XYZ format:
```
97
Properties=species:S:1:pos:R:3
Bi -0.42176 -0.78178 -0.33951
C -3.69756 -0.70648 -1.32241
C -3.41776 -2.15558 -0.91281
N -2.00526 -2.52268 -1.05551
C -1.56346 -2.92378 -2.40231
C -1.60106 -1.82548 -3.44581
S -0.57616 -0.34128 -3.05941
C -1.86666 0.97442 -3.09571
C -2.41156 1.35822 -1.72681
N -2.64126 0.19442 -0.85761
H -4.67656 -0.42658 -0.91931
H -3.77506 -0.62678 -2.40241
H -4.05896 -2.81368 -1.50891
H -3.69856 -2.29158 0.13229
H -1.82556 -3.31008 -0.43991
H -2.17216 -3.75678 -2.77661
H -0.53136 -3.26298 -2.30811
H -2.60996 -1.50688 -3.68351
H -1.15916 -2.22528 -4.35641
H -2.64096 0.66312 -3.79301
H -1.36846 1.84052 -3.52901
H -3.33696 1.93232 -1.86321
H -1.68986 1.99182 -1.20791
H -2.87676 0.54972 0.06209
C 2.71264 -2.86128 -5.01291
O 2.80914 -3.59868 -3.79391
C 1.94304 -3.06268 -2.93941
N 1.19464 -2.11998 -3.36171
C 1.56064 -1.85818 -4.75011
C 1.96504 -0.42288 -4.97331
C 2.79824 0.22672 -4.07151
C 3.19334 1.53012 -4.30851
C 2.77204 2.18672 -5.45241
C 1.94664 1.54012 -6.35811
C 1.52664 0.24542 -6.10871
C 1.99844 -3.61248 -1.57581
C 2.57364 -4.87318 -1.39421
C 2.80884 -5.32828 -0.10781
C 2.56484 -4.46458 0.94999
C 1.98184 -3.23128 0.67109
N 1.63044 -2.83548 -0.55601
C 1.95714 -2.19538 1.71059
N 1.15564 -1.19648 1.78039
C 1.68004 -0.28488 2.79699
C 2.86904 -1.08598 3.40149
O 2.93784 -2.25558 2.58829
C 2.11394 1.04812 2.22809
C 2.41914 1.21172 0.88509
C 2.88474 2.42922 0.42019
C 3.07874 3.48202 1.29739
C 2.76774 3.32722 2.63789
C 2.28014 2.11892 3.10049
H 2.51284 -3.55088 -5.83211
H 3.66464 -2.35708 -5.18681
H 0.69734 -2.08438 -5.38531
H 3.15434 -0.29488 -3.19431
H 3.84034 2.02972 -3.60421
H 3.09904 3.19722 -5.63671
H 1.62904 2.04272 -7.25841
H 0.87384 -0.25348 -6.81101
H 2.85774 -5.45258 -2.25701
H 3.23594 -6.30278 0.06779
H 2.83484 -4.71388 1.96499
H 0.91794 -0.10288 3.55959
H 2.71444 -1.39728 4.43709
H 3.81824 -0.55288 3.32719
H 2.29684 0.38532 0.19639
H 3.11004 2.55182 -0.62761
H 3.46934 4.41952 0.93799
H 2.92074 4.14272 3.32739
H 2.04554 2.00052 4.14829
N -1.66286 -1.03378 1.81009
C -2.07426 0.22572 2.44769
C -1.85326 0.11002 3.97739
C -1.85106 1.35232 4.87169
C -3.18566 2.11682 4.98709
N -3.09936 3.38232 4.28389
C -2.64966 4.54692 4.75539
N -2.66056 4.86702 6.04519
N -2.19536 5.42772 3.86329
C -1.37586 1.42932 1.74479
O -1.64106 2.55382 2.11819
O -0.63266 1.19112 0.72979
H -2.35316 -1.76538 1.94909
H -0.78496 -1.33318 2.23909
H -3.14776 0.37922 2.27169
H -0.88096 -0.36298 4.12419
H -2.60856 -0.58148 4.35689
H -1.08066 2.04622 4.53609
H -1.56766 1.00032 5.86359
H -3.44946 2.27432 6.03109
H -4.00506 1.54932 4.54059
H -2.85516 3.22042 3.30519
H -3.07086 4.26642 6.74009
H -2.37416 5.78582 6.34669
H -2.13526 5.17582 2.88909
H -1.99936 6.38352 4.10699
```

As for the net charge: +3. The HOMO-LUMO gap is 7.29 eV. For the lowest unoccupied orbital energy, the calculation gives -7.76 eV. The calculation puts the max |F| at 0.0294 hartree/bohr.

***

No. 2
Here is a structure of composition C35H47Cl2N4O3SSi4SrTe in a non-equilibrium geometry from the OMol25 dataset. Energies are from ωB97M-V/def2-TZVPD.

The geometry in XYZ format:
```
98
Properties=species:S:1:pos:R:3
Sr -2.74767 -0.95296 -0.07662
Cl -9.06204 -1.74611 -2.56472
C -7.72637 -1.23713 -1.57238
C -6.49095 -1.81990 -1.74870
C -5.37246 -1.48506 -0.96847
N -4.17659 -2.17979 -1.10006
C -3.89001 -2.97312 -2.12787
O -4.46073 -3.14866 -3.21076
C -2.64624 -3.79470 -1.88259
C -2.59352 -5.07768 -2.42898
C -1.46119 -5.84192 -2.23632
C -0.40205 -5.29994 -1.51597
C -0.53881 -4.01911 -1.01680
N -1.63263 -3.27678 -1.18774
C -5.53332 -0.49178 0.03272
C -6.80035 0.10062 0.16988
C -7.87931 -0.25659 -0.60727
Cl -9.41444 0.51881 -0.34359
N -4.46352 -0.06328 0.79950
C -4.58478 0.73769 1.85179
O -5.56922 1.06211 2.52668
C -3.27986 1.33650 2.31683
C -3.31734 2.65159 2.78464
C -2.17555 3.20412 3.32402
C -1.03500 2.41333 3.41491
C -1.08685 1.12660 2.91599
N -2.17464 0.59415 2.35099
H -6.37873 -2.57635 -2.50696
H -3.44187 -5.42941 -2.99780
H -1.39243 -6.84227 -2.64550
H 0.50703 -5.86036 -1.34646
H 0.25730 -3.54136 -0.45528
H -6.92804 0.85203 0.92992
H -4.25078 3.19360 2.73484
H -2.17036 4.22697 3.67955
H -0.12548 2.79064 3.86335
H -0.22761 0.47059 2.96555
C 5.11602 -3.22906 0.65733
Si 3.27557 -3.00625 1.08959
C 2.48182 -4.67424 0.62902
C 3.15066 -2.91278 2.98438
Si 2.48211 -1.04052 0.02642
Te 0.11414 -0.14438 -0.04944
Si 3.74676 0.65710 1.11810
C 3.81521 2.25644 0.08076
C 5.56733 0.30592 1.57669
C 2.91845 1.12751 2.76331
Si 3.49701 -1.12572 -2.11674
C 5.37090 -0.77423 -2.13814
C 2.72012 0.17168 -3.26498
C 3.26977 -2.81191 -2.97178
H 5.57139 -4.03768 1.23291
H 5.67738 -2.31366 0.85362
H 5.23342 -3.46461 -0.40338
H 3.06349 -5.50467 1.03544
H 2.43280 -4.80126 -0.45595
H 1.46732 -4.75673 1.02509
H 3.46065 -3.84767 3.45651
H 2.12045 -2.71022 3.28814
H 3.77546 -2.11003 3.38422
H 4.63116 2.23169 -0.64552
H 3.95341 3.13793 0.71081
H 2.88315 2.38157 -0.47663
H 6.15257 0.00694 0.70348
H 5.64138 -0.49435 2.31738
H 6.03254 1.19818 2.00165
H 1.86144 1.34440 2.58871
H 3.37714 2.00698 3.22124
H 2.97521 0.30584 3.48199
H 5.58154 0.22670 -1.75224
H 5.77589 -0.83686 -3.15045
H 5.91563 -1.48625 -1.51422
H 2.93187 1.18236 -2.90505
H 1.63393 0.04930 -3.28253
H 3.08765 0.09477 -4.29070
H 3.84239 -3.59460 -2.46663
H 3.59274 -2.78342 -4.01478
H 2.21814 -3.11115 -2.95566
C 0.19070 7.33655 1.08975
C -0.36060 5.99016 0.70423
C -1.72703 5.77603 0.56417
C -2.21980 4.53863 0.17536
C -1.34406 3.50195 -0.08207
C 0.02246 3.68404 0.08061
C 0.50469 4.92215 0.46800
S -2.07097 1.91447 -0.58291
C -1.30403 1.93458 -2.24668
O -3.49197 2.20993 -0.86101
H -0.59851 8.08426 1.15887
H 0.91737 7.67377 0.34894
H 0.70135 7.28715 2.05342
H -2.42146 6.58488 0.76106
H -3.28335 4.36812 0.05693
H 0.70281 2.85867 -0.08485
H 1.57412 5.05933 0.58686
H -1.77176 2.75966 -2.78393
H -1.54065 0.98347 -2.72271
H -0.22890 2.05409 -2.17626
```

As for the net charge: -1. The HOMO-LUMO gap is 6.83 eV. For the lowest unoccupied orbital energy, the calculation gives 2.09 eV. The calculation puts the max |F| at 0.1088 hartree/bohr.

***

No. 3
Here is a structure of composition C35H47CuN2O4S3Si2 from the OMol25 dataset. Energies are from ωB97M-V/def2-TZVPD.

The geometry in XYZ format:
```
94
Properties=species:S:1:pos:R:3
Cu 0.76447 -0.37181 0.52545
C -2.75445 -5.22917 -3.46769
Si -1.22250 -4.55581 -2.58971
C 0.10869 -4.32512 -3.89228
C -0.70523 -5.84403 -1.32872
C -1.69797 -2.92222 -1.79951
C -2.98051 -2.41565 -1.93252
C -3.33996 -1.18894 -1.37590
C -2.36200 -0.49719 -0.69161
N -1.12561 -0.95621 -0.53375
C -0.76648 -2.14770 -1.05914
S 0.86335 -2.63861 -0.76682
H -2.51251 -6.18484 -3.93757
H -3.11023 -4.55833 -4.25161
H -3.57809 -5.40388 -2.77325
H 0.41044 -5.29016 -4.30591
H 0.98217 -3.84574 -3.45278
H -0.24940 -3.69906 -4.71205
H -0.37052 -6.75257 -1.83469
H -1.53819 -6.10744 -0.67422
H 0.10927 -5.46708 -0.71264
H -3.72377 -2.97823 -2.48673
H -4.33232 -0.77483 -1.48412
H -2.56880 0.47593 -0.25826
C 0.38878 -1.21344 2.27036
Si -0.38597 -0.07321 3.46316
C 0.53883 1.57643 3.41832
N 0.74520 2.03031 2.04286
C 1.91278 2.90571 1.90108
C 1.59155 4.35874 2.24226
C 0.53690 4.89706 1.25367
C -0.15453 3.74793 0.51340
C -0.47598 2.61194 1.46921
C -0.29935 -0.67731 5.26301
C -0.12981 -2.03326 5.54391
C -0.08771 -2.50442 6.84824
C -0.20876 -1.62061 7.90988
C -0.37259 -0.26640 7.65701
C -0.41732 0.19266 6.34906
C -2.23075 0.17124 3.13290
C -2.95745 -0.78675 2.42678
C -4.32533 -0.65677 2.22722
C -4.99875 0.44091 2.73857
C -4.29913 1.40195 3.45490
C -2.93400 1.26250 3.64849
H -0.21020 -2.09964 2.05649
H 1.36867 -1.54927 2.62291
H 1.51794 1.36317 3.85781
H 0.07638 2.35846 4.04882
H 2.29015 2.84822 0.88002
H 2.70363 2.50417 2.53397
H 2.50243 4.96020 2.20615
H 1.21786 4.41571 3.26917
H 0.99843 5.57431 0.53151
H -0.21706 5.47921 1.79239
H 0.47881 3.36580 -0.28860
H -1.08348 4.09755 0.05560
H -1.05254 1.83397 0.95600
H -1.12532 3.00517 2.26941
H -0.02179 -2.73279 4.72262
H 0.04485 -3.56288 7.03688
H -0.17292 -1.98415 8.92955
H -0.46525 0.43171 8.48036
H -0.54983 1.25520 6.17501
H -2.44390 -1.64333 2.00629
H -4.85902 -1.40790 1.65839
H -6.06399 0.55122 2.57700
H -4.81887 2.26266 3.85842
H -2.40667 2.02369 4.21339
C -0.46238 3.75931 -3.11126
S -1.23935 2.31701 -2.35400
O -2.70377 2.44053 -2.62458
C -0.66123 1.10216 -3.55495
C -1.58319 0.13039 -3.90715
C -1.20781 -0.88959 -4.77015
C 0.07518 -0.92449 -5.29050
C 0.99053 0.05833 -4.93618
C 0.63139 1.06682 -4.05672
H -0.68906 3.77319 -4.17591
H 0.61055 3.73691 -2.92999
H -0.89896 4.62271 -2.61378
H -2.58311 0.17795 -3.50105
H -1.92230 -1.66234 -5.02540
H 0.36806 -1.72052 -5.96292
H 1.99925 0.02833 -5.32882
H 1.37115 1.78888 -3.73723
C 3.21718 -0.43915 -2.13293
S 2.63985 0.77478 -0.95342
O 3.27134 2.03141 -1.30020
O 2.94353 0.24356 0.37852
O 1.15627 0.82323 -1.08834
H 4.02026 0.01667 -2.70610
H 2.39069 -0.73154 -2.77134
H 3.56794 -1.30818 -1.58547
```

As for the net charge: -1. The HOMO-LUMO gap (alpha / beta) is 7.13 / 7.16 eV. Its expectation value of S² is 0.75. Its multiplicity is 2. For the lowest unoccupied orbital energy (alpha / beta), the calculation gives 2.55 / 2.54 eV. The calculation puts the max |F| at 0.0153 hartree/bohr.

***

No. 4
Here is a structure of composition C35H47N3O3PS2TeTi from the OMol25 dataset. Energies are from ωB97M-V/def2-TZVPD.

The geometry in XYZ format:
```
93
Properties=species:S:1:pos:R:3
Ti 0.26033 -0.71599 1.96103
N 1.89837 -1.97648 0.99939
C 2.91508 -2.24455 1.99266
C 4.20952 -2.54616 1.69417
C 5.13048 -2.83119 2.72713
C 4.73395 -2.82764 4.03363
C 3.39821 -2.50388 4.36908
C 2.90091 -2.47184 5.69296
C 1.60271 -2.11359 5.92735
C 0.79112 -1.73914 4.84383
N 1.21745 -1.77754 3.60090
C 2.49762 -2.18747 3.33837
H 1.56562 -2.84710 0.59566
H 2.28246 -1.40805 0.24805
H 4.53415 -2.57309 0.66123
H 6.15388 -3.06671 2.47045
H 5.43330 -3.06494 4.82490
H 3.56102 -2.72634 6.51309
H 1.19724 -2.07992 6.92789
H -0.21811 -1.37698 4.99612
C 2.05069 2.18600 3.44480
C 1.29206 1.15516 2.68376
O 0.11073 0.75155 3.18886
N 1.67621 0.53793 1.61778
Te 2.09979 1.73757 -1.23117
C 1.91715 3.09343 -2.86985
C 0.81980 3.00306 -3.74003
C -0.22768 1.92516 -3.63435
C 0.68331 3.94650 -4.75311
C 1.61466 4.95595 -4.94730
C 1.45627 5.96237 -6.05355
C 2.70941 5.00247 -4.09701
C 2.88265 4.09332 -3.05884
C 4.12502 4.24509 -2.21592
C 0.19129 2.16560 -0.40538
C -0.09592 3.45980 0.04945
C 0.89254 4.59188 -0.01930
C -1.35535 3.72028 0.58807
C -2.33887 2.74900 0.68590
C -3.69808 3.05284 1.25373
C -2.03097 1.47223 0.24020
C -0.78025 1.16065 -0.28924
C -0.58145 -0.24259 -0.80078
H 2.39486 1.75661 4.38817
H 1.38373 3.01512 3.68242
H 2.90346 2.53001 2.86567
H 0.24106 0.95507 -3.46350
H -0.80728 1.86735 -4.55502
H -0.91682 2.11745 -2.80938
H -0.17262 3.87890 -5.41578
H 0.52576 5.80823 -6.59760
H 2.28040 5.89021 -6.76499
H 1.45540 6.97927 -5.65873
H 3.45815 5.77523 -4.23981
H 4.99404 3.83907 -2.73824
H 4.04669 3.73654 -1.25828
H 4.32483 5.30012 -2.02725
H 1.87666 4.28169 0.33505
H 0.55219 5.43212 0.58429
H 1.01470 4.93949 -1.04649
H -1.57019 4.72418 0.93832
H -3.74820 4.07016 1.63825
H -3.94084 2.36829 2.06795
H -4.47120 2.94321 0.49129
H -2.78435 0.69557 0.30075
H -1.53873 -0.72580 -0.96965
H -0.01535 -0.97016 -0.17593
H 0.00732 -0.26104 -1.71917
C -4.57842 -1.64892 -1.55056
C -3.66530 -2.85090 -1.64736
C -2.83612 -2.86195 -2.91758
O -2.84365 -2.83498 -0.44208
P -1.43770 -3.60464 -0.31662
S -1.07163 -2.97098 1.81211
S -2.04236 -1.21804 2.22697
O -1.74352 -5.13729 -0.03482
C -2.70414 -5.89819 0.77001
C -3.87846 -5.08453 1.27623
C -3.13814 -7.06381 -0.09098
H -5.32143 -1.68170 -2.34760
H -4.00770 -0.72411 -1.65283
H -5.09443 -1.63901 -0.59101
H -4.26031 -3.76757 -1.59627
H -2.18993 -1.98380 -2.97305
H -3.50930 -2.84163 -3.77484
H -2.21943 -3.75870 -2.99947
H -2.11716 -6.26027 1.61631
H -4.52578 -4.76888 0.45828
H -3.56754 -4.20732 1.83856
H -4.46249 -5.72241 1.94089
H -3.70843 -6.70730 -0.95088
H -3.77369 -7.73390 0.48821
H -2.27496 -7.62268 -0.44856
```

As for the net charge: +1. The HOMO-LUMO gap is 6.23 eV. For the lowest unoccupied orbital energy, the calculation gives -3.40 eV. The calculation puts the max |F| at 0.0147 hartree/bohr.

***

No. 5
Here is a structure of composition C35H48AgN2O5PS from the OMol25 dataset. Energies are from ωB97M-V/def2-TZVPD.

The geometry in XYZ format:
```
93
Properties=species:S:1:pos:R:3
Ag 0.17226 0.36705 -0.08217
O 2.39036 -2.02370 -3.01095
C 1.92699 -1.40874 -2.03766
O 1.58816 -0.19861 -1.96888
C 1.76557 -2.23280 -0.74256
C 1.98253 -3.60365 -0.75376
C 1.85834 -4.30654 0.43312
C 1.54906 -3.62306 1.59791
C 1.32723 -2.25414 1.52845
N 1.42667 -1.58855 0.37620
C 0.96878 -1.45456 2.79265
O 1.21601 -2.01628 3.87856
O 0.48780 -0.31250 2.60094
H 2.23407 -4.07046 -1.69535
H 2.00422 -5.38170 0.45086
H 1.46409 -4.10807 2.56013
C -2.29971 1.64570 2.67899
C -1.71283 2.78786 1.84707
C -2.49680 4.08262 2.04163
P -1.40969 2.13542 0.13278
C -1.05341 3.59282 -0.96330
C -0.34367 3.06233 -2.21359
C -2.22633 4.47596 -1.38596
C -2.96639 1.39709 -0.43450
C -4.18080 2.08624 -0.39545
C -5.40335 1.52110 -0.72075
C -6.68834 2.30560 -0.65772
C -5.38470 0.17167 -1.10616
C -4.22337 -0.55482 -1.17109
C -2.94403 0.01259 -0.84343
N -1.80980 -0.66177 -0.91667
C -1.76126 -2.02384 -1.20270
C -1.41978 -2.45857 -2.49314
C -1.24106 -1.43702 -3.58069
C -1.21700 -3.81378 -2.72531
C -1.33834 -4.75855 -1.71279
C -1.02694 -6.21125 -1.96874
C -1.68762 -4.31453 -0.44274
C -1.89990 -2.96779 -0.17070
C -2.22121 -2.48680 1.21678
H -2.35385 1.93969 3.73189
H -1.67678 0.75107 2.60907
H -3.30778 1.39884 2.33579
H -0.68952 2.96274 2.19860
H -3.53777 3.98152 1.72839
H -2.04867 4.91828 1.50195
H -2.50146 4.34187 3.10581
H -0.33713 4.18854 -0.38222
H -1.00056 2.37729 -2.75781
H 0.56242 2.50579 -1.96986
H -0.08330 3.88760 -2.88453
H -2.92899 3.90270 -1.99369
H -1.85980 5.31017 -1.99412
H -2.77495 4.89222 -0.54209
H -4.17608 3.12710 -0.09157
H -6.49427 3.33605 -0.35139
H -7.39823 1.88027 0.06014
H -7.19822 2.34396 -1.62658
H -6.32166 -0.31646 -1.36808
H -4.25021 -1.59548 -1.47512
H -0.42706 -0.75321 -3.32720
H -2.14699 -0.83549 -3.69776
H -1.00668 -1.92067 -4.53084
H -0.92384 -4.13432 -3.72198
H -1.33619 -6.51466 -2.97179
H -1.53325 -6.85709 -1.24786
H 0.04721 -6.40606 -1.88633
H -1.76676 -5.03223 0.37060
H -2.18406 -3.30946 1.93382
H -3.21488 -2.03030 1.25789
H -1.51188 -1.71555 1.52834
C 0.58701 1.57936 5.14754
C 2.05484 1.30565 4.85296
C 2.76042 2.49351 4.21151
S 2.30174 2.91554 2.50025
O 3.07928 4.18054 2.25470
C 3.12219 1.53441 1.68770
C 3.25116 1.76824 0.18290
C 4.49526 2.56488 -0.20092
H 0.11920 0.69633 5.58233
H 0.05011 1.79429 4.22487
H 0.47261 2.42516 5.83627
H 2.12370 0.41056 4.23346
H 2.58578 1.07802 5.78386
H 3.84729 2.37551 4.17515
H 2.54684 3.41977 4.75201
H 2.46541 0.68548 1.89606
H 4.10019 1.38982 2.15671
H 2.35388 2.27601 -0.18395
H 3.24234 0.80342 -0.32545
H 4.49752 3.54093 0.28550
H 4.53768 2.70467 -1.28303
H 5.40255 2.03332 0.10301
```

As for the net charge: -2. The HOMO-LUMO gap is 5.93 eV. For the lowest unoccupied orbital energy, the calculation gives 4.42 eV. The calculation puts the max |F| at 0.0058 hartree/bohr.